Model one:
The following is a quantum chemistry calculation of an isolated molecule of C2H5N3S2, from the OMol25 dataset.

CARTESIAN COORDINATES (ANGSTROEM)
C (0.2914, 0.9400, -0.0133)
C (-1.0966, 1.2222, -0.5773)
H (2.4067, -0.7299, 1.1919)
H (0.2287, -1.0106, -0.5910)
H (0.1960, 2.4361, 1.0537)
H (-1.2514, 2.1709, -1.1124)
H (-3.2098, -1.4344, 0.1468)
N (0.8575, -0.2480, -0.4388)
N (0.8769, 1.7112, 0.8269)
N (-2.1083, 0.4646, -0.4871)
S (2.5154, -0.7069, -0.1450)
S (-1.9480, -1.0368, 0.3667)

Its frontier orbital gap is 9.89 eV. As for the spin multiplicity: 1. As for the structure (SMILES): [H]/N=C(\C=N/S)NS. As for the HOMO energy: -9.34 eV.

Mulliken atomic charges, in units of e:
1. C 0.637
2. C -0.120
3. H 0.144
4. H 0.262
5. H 0.242
6. H 0.400
7. H 0.179
8. N -0.376
9. N -0.645
10. N -0.391
11. S -0.148
12. S -0.184

=====

Model two:
The following is a quantum chemistry calculation of an isolated molecule of C2H5N3S2, from the OMol25 dataset.

CARTESIAN COORDINATES (ANGSTROEM)
C (0.1823, 0.5021, -0.0710)
C (0.9865, -0.6330, -0.1254)
H (-1.1835, -1.1639, 1.0581)
H (-2.6175, -0.1499, 1.0533)
H (1.7819, 1.2848, -0.8697)
H (0.7597, 2.6973, -0.6160)
H (-1.0297, -1.5649, -0.7426)
N (-1.8152, -0.5366, 0.4767)
N (-1.0032, 0.6735, 0.1356)
N (1.0246, 1.6481, -0.3676)
S (0.2380, -2.1094, -0.3494)
S (2.6760, -0.6481, 0.4181)

Its frontier orbital gap is 7.30 eV. As for the spin multiplicity: 1. As for the structure (SMILES): N/N=C(/N)C(=S)S. As for the HOMO energy: -8.61 eV.

Mulliken atomic charges, in units of e:
1. C 0.568
2. C 0.040
3. H 0.266
4. H 0.277
5. H 0.166
6. H 0.261
7. H 0.369
8. N -0.581
9. N -0.410
10. N -0.468
11. S -0.275
12. S -0.214

=====

Model three:
The following is a quantum chemistry calculation of an isolated molecule of C2H5N3S2, from the OMol25 dataset.

CARTESIAN COORDINATES (ANGSTROEM)
C (1.1499, -0.7726, 0.0858)
C (-0.1698, -0.6790, -0.4397)
N (1.7580, -1.7743, 0.5430)
N (-2.6712, -0.1342, 0.1739)
N (0.5934, 1.8995, -0.4724)
S (1.8435, 1.0159, 0.1622)
S (-1.3364, 0.5027, 0.6764)
H (-0.2186, -0.1676, -1.3261)
H (-0.8428, -1.5141, -0.4637)
H (2.6640, -1.7088, 0.9765)
H (-3.4670, 0.4617, 0.2387)
H (0.6969, 2.8707, -0.1545)

Its frontier orbital gap (spin up / spin down) is 8.43 / 6.78 eV. As for the spin multiplicity: 1. As for the HOMO energy (spin up / spin down): -8.68 / -7.82 eV.

Mulliken atomic charges, in units of e:
1. C 0.593
2. C -0.911
3. N -0.570
4. N -0.514
5. N -0.494
6. S 0.086
7. S 0.248
8. H 0.452
9. H 0.360
10. H 0.262
11. H 0.239
12. H 0.249

=====

Model four:
The following is a quantum chemistry calculation of an isolated molecule of C2H5N3S2, from the OMol25 dataset.

CARTESIAN COORDINATES (ANGSTROEM)
C (-1.0851, -1.6752, -0.6177)
C (-0.6744, 0.4761, 0.5458)
N (0.2109, -1.4502, -0.5542)
N (0.3429, -0.4134, 0.3310)
N (1.9270, 0.3269, 0.1684)
S (-2.1565, -0.5375, 0.1469)
S (-0.7924, 2.1173, -0.5120)
H (-1.4936, -2.5175, -1.1699)
H (-0.5998, 0.9495, 1.4585)
H (1.9060, -0.0097, -0.8397)
H (2.6309, -0.2026, 0.6629)
H (-0.2159, 2.9363, 0.3801)

Its frontier orbital gap is 8.63 eV. As for the spin multiplicity: 1. As for the structure (SMILES): NN1N=CS[C@@H]1S. As for the HOMO energy: -8.20 eV.

Mulliken atomic charges, in units of e:
1. C -0.048
2. C -0.293
3. N -0.597
4. N 0.190
5. N -0.444
6. S -0.096
7. S -0.245
8. H 0.391
9. H 0.446
10. H 0.316
11. H 0.250
12. H 0.129

=====

Ranking the structures above from most stable to least stable yields model one, model two, model four, model three.